# 1
C4H7NO2 | the ωB97M-V functional and the def2-TZVPD basis

XYZ file:
```
14
Properties=species:S:1:pos:R:3:lowdin_charge:R:1
C -1.36163 -0.80269 -0.19759 -0.013
C 0.09518 -0.37932 -0.47081 -0.755
C 1.09989 -1.16228 0.31116 0.253
O 0.51454 -0.52085 -1.71053 -0.103
C 0.39922 0.87007 0.38928 -0.417
O 0.97744 0.47557 1.43385 0.064
N 0.13893 2.13274 0.08554 0.230
H -1.48847 -1.82303 -0.57383 0.087
H -1.63665 -0.77059 0.86425 0.087
H -2.03787 -0.15137 -0.76041 0.083
H 2.13095 -0.96208 0.04762 0.111
H 0.88897 -2.13150 0.77117 0.115
H 0.48101 2.89390 0.65514 0.127
H -0.20151 2.33144 -0.84483 0.131
```

Values from the calculation:
orbital gap (spin up / spin down): 8.2 / 8.2 eV

=====

# 2
C18H32GeN5O6SeW | the ωB97M-V functional and the def2-TZVPD basis

XYZ file:
```
64
Properties=species:S:1:pos:R:3:lowdin_charge:R:1
W -1.31267 1.35991 -0.54886 1.557
N -1.03926 -0.49231 0.72491 -0.023
C 0.23534 -0.49718 1.51007 -0.238
C 0.77122 -1.87021 1.90405 -0.127
C 1.36040 -2.73583 0.79006 -0.164
C 1.74732 -4.13195 1.28911 -0.146
N 2.80222 -4.13813 2.30578 0.097
C 4.09766 -4.41127 2.11390 -0.411
N 4.59836 -4.55886 0.89105 0.231
N 4.90627 -4.50893 3.16432 0.225
C 1.21789 0.39608 0.76690 -0.566
O 2.40587 0.28022 0.80395 0.165
O 0.58522 1.38504 0.12325 -0.246
H -1.82639 -0.56238 1.36536 0.111
H -1.09174 -1.31593 0.12667 0.070
H 0.00758 0.05264 2.42658 0.155
H -0.03241 -2.40716 2.41937 0.136
H 1.54506 -1.67837 2.65003 0.134
H 2.23384 -2.23735 0.36588 0.117
H 0.64241 -2.88539 -0.02439 0.112
H 2.04600 -4.76208 0.45229 0.123
H 0.88517 -4.63126 1.73333 0.139
H 2.50186 -4.09939 3.26674 0.162
H 4.01410 -4.55651 0.07511 0.119
H 5.56175 -4.82195 0.75953 0.145
H 4.56342 -4.43070 4.10723 0.140
H 5.88443 -4.72266 3.05513 0.144
O -0.74218 2.73224 -2.12360 -0.082
C -1.44735 3.54690 -1.42808 -0.452
O -2.52523 2.93997 -0.99150 -0.144
C -0.83057 4.64405 -0.67016 -0.078
C 0.46022 5.13243 -0.92205 0.054
C 1.35740 5.25934 0.13127 0.019
C 1.07970 4.62820 1.35025 0.076
C -0.20375 4.15182 1.54641 -0.107
C -1.21005 4.36715 0.63978 0.060
N -0.47422 2.97298 2.37990 -0.253
O 0.09351 2.77126 3.40105 0.224
O -1.27218 2.13389 1.85719 -0.081
H 0.77825 5.34643 -1.93437 0.147
H 2.33981 5.67370 -0.04469 0.136
H 1.85855 4.44231 2.07950 0.149
H -2.20547 4.02769 0.86349 0.147
C -3.29700 0.87557 0.29678 -0.236
Ge -2.92799 -0.13972 -2.29361 0.816
C -3.15307 -1.97828 -1.73009 -0.201
C -4.50667 0.86839 -2.75570 -0.184
C -1.43215 -0.03753 -3.59619 -0.490
Se -0.03846 -0.11441 -2.25072 1.016
C 1.47628 0.90045 -2.91292 -0.251
H -3.63211 -0.16214 0.31311 0.011
H -4.07904 1.46887 -0.16786 0.028
H -3.21786 1.21042 1.33391 0.038
H -3.85551 -2.06724 -0.90378 0.040
H -2.20992 -2.46646 -1.47988 0.019
H -3.57329 -2.51498 -2.58405 0.055
H -5.31192 0.63963 -2.06050 0.049
H -4.80886 0.55967 -3.75827 0.054
H -4.30415 1.93618 -2.75740 0.035
H -1.38791 0.92796 -4.09580 0.043
H -1.32293 -0.86281 -4.29550 0.045
H 1.92390 0.29894 -3.70051 0.057
H 2.15568 1.00914 -2.07030 0.042
H 1.13561 1.85991 -3.28250 0.042
```

Values from the calculation:
net charge: +3
orbital gap (spin up / spin down): 7.1 / 7.1 eV

=====

# 3
C20H23N7O3S2 | the ωB97M-V functional and the def2-TZVPD basis

XYZ file:
```
55
Properties=species:S:1:pos:R:3:lowdin_charge:R:1
C 7.10516 -3.64960 -1.25257 -0.078
H 6.91151 -4.57073 -1.79935 0.096
O 5.84975 -3.03674 -1.09145 -0.075
C 5.78006 -1.87453 -0.39503 -0.212
C 6.86048 -1.16960 0.12371 -0.008
C 6.66188 0.02824 0.78752 -0.036
C 5.39379 0.56721 0.96122 -0.270
C 4.30951 -0.13427 0.45553 0.026
C 4.50134 -1.33322 -0.20986 -0.141
N 3.38087 -2.02459 -0.70023 -0.046
C 2.40900 -1.56822 -1.52786 -0.623
N 1.49559 -2.50908 -1.65086 0.034
N 1.91740 -3.51747 -0.90268 -0.038
N 3.02119 -3.26114 -0.34139 0.065
S 2.41600 -0.02064 -2.29952 1.008
C 0.60663 0.15043 -2.35254 -0.361
H 0.21749 -0.70336 -2.90504 0.074
H 0.39349 1.08478 -2.87058 0.090
C 0.09316 0.17386 -0.91333 -0.514
O 0.86486 0.24416 0.02525 0.012
N -1.23806 0.08618 -0.75151 -0.049
C -2.24616 0.09265 -1.78487 -0.134
H -2.87104 -0.79997 -1.65808 0.136
C -3.11663 1.34441 -1.66169 -0.117
H -2.51016 2.23800 -1.81806 0.125
H -3.89267 1.32741 -2.42770 0.127
C -3.75015 1.40986 -0.27133 -0.249
C -4.52833 2.69151 -0.10785 -0.424
O -4.34957 3.69011 -0.76311 0.100
N -5.49237 2.72142 0.88448 0.112
C -5.94238 1.74796 1.72821 -0.610
N -5.49822 0.54610 1.84259 0.040
C -6.18154 -0.15668 2.77973 -0.235
C -7.17543 0.51330 3.40920 -0.408
S -7.28748 2.12739 2.80951 1.035
H -7.83879 0.17239 4.17642 0.058
H -5.89709 -1.17628 2.96244 0.106
H -5.96516 3.61613 0.95761 0.146
H -4.41971 0.56044 -0.11511 0.131
C -2.64247 1.35920 0.79218 -0.111
H -2.01197 2.24594 0.70234 0.136
C -1.79475 0.10686 0.58655 -0.118
H -2.41273 -0.78617 0.72543 0.137
H -0.96366 0.08244 1.29270 0.125
H -3.08070 1.33620 1.78919 0.109
H -1.79008 0.05397 -2.77156 0.114
H 3.30292 0.23899 0.57660 0.107
C 5.20173 1.86165 1.68957 -0.047
H 5.86831 2.62590 1.29397 0.080
H 4.17570 2.20521 1.59479 0.077
H 5.42832 1.73618 2.74814 0.083
H 7.51970 0.55643 1.17804 0.116
H 7.86413 -1.54670 0.00862 0.104
H 7.55982 -3.89043 -0.28678 0.098
H 7.78795 -3.01972 -1.83243 0.096
```

Values from the calculation:
SMILES: COc1ccc(C)cc1-n1nnnc1SCC(=O)N1CCC(C(=O)Nc2nccs2)CC1
orbital gap: 8.9 eV

=====

# 4
C4H6N2O | the ωB97M-V functional and the def2-TZVPD basis

XYZ file:
```
13
Properties=species:S:1:pos:R:3:lowdin_charge:R:1
C -1.07276 -1.82053 -0.20437 0.226
C 0.12666 0.29535 -0.11694 0.106
C -2.00955 -2.84418 -0.24534 0.084
C 1.43292 2.44139 0.06452 -0.173
N -0.52908 -0.75660 -0.08465 0.333
N 0.70695 1.29766 -0.00258 0.311
O 2.67254 2.16878 0.72102 0.020
H -2.16469 -3.56436 0.55733 0.162
H -1.69355 -3.68445 -0.92418 0.180
H -3.03038 -2.36459 -0.47753 0.202
H 0.84980 3.15078 0.66719 0.183
H 1.59847 2.72014 -1.05525 0.216
H 3.11267 2.96060 1.10078 0.149
```

Values from the calculation:
net charge: +2
SMILES: CC#[N+]C#[N+]CO
orbital gap: 7.2 eV

=====

| no. | calculated total energy (hartree) |
| --- | --- |
| 1 | -361.73586 |
| 2 | -5974.72177 |
| 3 | -2181.31597 |
| 4 | -339.90429 |